(1)
11
Properties=species:S:1:pos:R:3:forces:R:3 method="wB97M-V/def2-TZVPD" e_homo_ev="-14.4 / -14.4" charge=+1 lumo_ev="-5.248 / -5.259" relative_energy_kj_mol=387.8 energy_ev=-6631.0674
C 1.1107 0.7236 1.6584 -0.5 1.8 1.1
C -0.2105 -0.3759 -0.6397 2.9 2.6 5.4
N 1.4079 -0.1102 0.8191 -1.5 -2.6 -2.9
N -0.3783 -1.5198 -1.1471 -1.7 -2.8 -4.3
N -0.9025 0.7393 -0.5404 -0.1 -2.0 -2.3
H 1.7966 0.8119 2.5361 -0.4 0.1 -0.7
H 0.2685 1.4497 1.5899 0.3 -0.5 0.5
H 0.1058 -2.4652 -1.0614 0.0 2.3 0.6
H -1.0256 -1.5916 -2.0291 1.1 0.2 2.1
H -0.5485 1.4561 0.0843 -0.3 0.2 -0.6
H -1.6241 0.8820 -1.2701 0.3 0.6 1.1

***

(2)
89
Properties=species:S:1:pos:R:3:forces:R:3 method="wB97M-V/def2-TZVPD" e_homo_ev="-12.7 / -12.7" charge=+2 lumo_ev="-6.975 / -7.018" relative_energy_kj_mol=461.9 energy_ev=-65211.1746
Ir -0.4310 1.6887 -1.3271 -0.6 0.1 0.6
C -1.3689 1.9003 4.9034 0.1 -0.1 0.0
Sb -0.9376 2.1984 2.8291 -0.1 0.2 -0.1
C -2.0494 0.4666 2.1590 0.0 0.3 0.1
C 0.9517 1.0863 2.7777 -0.3 0.4 0.2
C 2.1215 2.0064 2.9805 -0.2 -0.2 0.1
C 2.2220 2.7153 4.1780 0.0 0.1 0.0
C 3.2284 3.6415 4.3965 -0.1 -0.1 0.0
C 4.1706 3.8808 3.4057 0.0 0.0 0.0
C 4.1090 3.1562 2.2305 0.0 0.0 -0.1
C 3.1039 2.2113 2.0097 0.2 0.0 -0.2
C 3.1932 1.3466 0.7879 -0.3 0.0 0.1
Sb 2.1296 1.9082 -0.9959 0.5 -0.3 -0.2
C 2.9119 3.8407 -1.2936 -0.2 0.1 0.0
C 3.3150 0.7655 -2.3321 -0.1 0.0 -0.1
H -1.0047 2.7492 5.4783 0.0 0.0 0.0
H -0.9200 0.9809 5.2805 0.0 0.0 0.0
H -2.4518 1.8435 5.0115 0.0 0.0 0.1
H -1.9075 -0.3602 2.8570 -0.1 0.3 0.1
H -1.6929 0.1719 1.1678 -0.2 0.1 0.4
H -3.1124 0.7033 2.1097 0.0 0.0 0.1
H 0.9603 0.5359 1.8345 0.1 0.0 0.1
H 0.8101 0.3953 3.6112 0.2 -0.1 -0.1
H 1.4894 2.5274 4.9555 0.0 0.0 0.0
H 3.2805 4.1728 5.3375 0.0 0.0 0.0
H 4.9570 4.6076 3.5584 0.0 0.0 0.0
H 4.8718 3.3041 1.4726 0.0 0.0 0.0
H 2.9019 0.3202 1.0101 0.1 0.0 -0.1
H 4.2063 1.3460 0.3828 0.1 -0.1 0.1
H 3.9949 3.7415 -1.3316 0.0 0.0 0.0
H 2.6227 4.4800 -0.4616 0.0 0.0 0.0
H 2.5499 4.2731 -2.2243 0.0 0.0 0.0
H 4.3223 1.1791 -2.3396 0.0 0.0 0.0
H 2.9125 0.7937 -3.3438 0.0 0.0 0.0
H 3.3532 -0.2703 -1.9955 0.0 0.0 0.0
N -0.7720 2.0680 -3.3648 0.3 0.1 0.3
C -2.1767 1.6901 -3.6762 -0.2 -0.1 -0.1
C -3.0649 2.3647 -2.6591 0.0 0.1 0.0
N -2.5685 1.9862 -1.3175 0.1 -0.3 0.1
H -0.6555 3.0749 -3.4731 0.0 0.0 -0.2
H -0.1303 1.6312 -4.0223 0.1 -0.1 0.1
H -2.2523 0.6048 -3.5890 0.0 0.0 0.0
H -2.4494 1.9719 -4.6938 0.1 0.1 0.0
H -4.1057 2.0851 -2.8164 0.0 0.0 0.1
H -2.9985 3.4494 -2.7577 0.0 0.0 0.0
H -3.0217 1.1457 -0.9641 0.0 0.0 0.0
H -2.7157 2.7281 -0.6352 0.0 0.0 0.0
F -0.4765 3.2286 -0.1774 0.2 1.1 -0.1
O -0.8265 -0.2135 -0.6569 0.2 -0.6 -0.9
P -0.8700 -1.7534 -0.5973 0.0 -0.5 0.0
N 0.1909 -2.3405 0.4959 0.2 0.2 0.2
C 1.6182 -2.2289 0.1225 0.0 -0.1 0.0
C 2.3293 -2.8434 1.3152 -0.1 0.0 0.1
C 1.5123 -2.3291 2.5024 0.0 -0.1 -0.1
C 0.0708 -2.2195 1.9769 0.1 -0.1 0.0
N -0.4828 -2.3241 -2.0669 0.1 0.1 -0.1
C 0.1928 -1.5498 -3.1212 0.0 0.0 0.0
C 0.4258 -2.5790 -4.2249 0.0 -0.1 0.0
C 0.6404 -3.8775 -3.4463 -0.1 0.0 0.0
C -0.3930 -3.7827 -2.3283 -0.1 0.1 -0.1
N -2.3540 -2.3397 -0.2726 -0.3 0.2 0.0
C -3.3755 -2.1285 -1.3407 0.1 -0.1 0.1
C -4.7175 -2.1544 -0.6096 0.0 0.0 0.0
C -4.3741 -1.6990 0.8063 0.0 0.0 -0.1
C -3.0236 -2.3536 1.0565 0.0 -0.2 0.0
H 1.9161 -1.1778 -0.0036 0.0 0.0 0.0
H 1.8087 -2.7535 -0.8138 0.0 0.0 0.0
H 3.3767 -2.5510 1.3680 0.0 0.0 0.0
H 2.2760 -3.9306 1.2530 0.0 0.0 0.0
H 1.8763 -1.3494 2.8150 0.0 -0.1 0.0
H 1.5697 -2.9965 3.3590 0.0 0.0 0.0
H -0.3728 -1.2643 2.2675 0.2 -0.3 -0.1
H -0.5549 -3.0266 2.3522 0.0 0.0 0.0
H 1.1437 -1.1368 -2.7665 0.0 0.0 0.0
H -0.4374 -0.7173 -3.4500 0.0 -0.1 0.0
H 1.2715 -2.3175 -4.8583 0.0 0.0 0.0
H -0.4625 -2.6646 -4.8531 0.0 0.0 0.0
H 1.6508 -3.9077 -3.0335 0.0 0.0 0.0
H 0.4957 -4.7645 -4.0586 0.0 0.0 0.0
H -0.1113 -4.3197 -1.4234 0.0 0.0 0.0
H -1.3629 -4.1600 -2.6595 0.0 0.0 0.0
H -3.2990 -2.9080 -2.0965 0.0 0.0 0.0
H -3.2154 -1.1623 -1.8365 0.0 0.0 0.0
H -5.1149 -3.1693 -0.5915 0.0 0.0 0.0
H -5.4539 -1.5164 -1.0955 0.0 0.0 0.0
H -5.1174 -2.0065 1.5391 0.0 0.0 0.0
H -4.2792 -0.6098 0.8555 0.0 -0.1 0.0
H -3.1493 -3.3869 1.3827 0.0 0.0 0.0
H -2.4435 -1.8228 1.8036 -0.1 -0.2 -0.1

***

(3)
17
Properties=species:S:1:pos:R:3:forces:R:3 method="wB97M-V/def2-TZVPD" e_homo_ev=-8.2 charge=0 lumo_ev=0.550 relative_energy_kj_mol=499.6 energy_ev=-10911.3978
C -0.3133 -0.5398 1.1146 0.8 -0.2 1.2
C -0.8343 -2.6223 0.4198 0.9 -2.5 -1.9
C 0.5555 1.0468 -0.3937 3.4 -0.3 -1.9
C 1.5538 0.4198 -1.0715 -0.6 -2.0 2.6
C -0.0445 2.2904 -0.8562 -2.2 0.2 -0.9
N 0.0733 0.6605 0.8723 -0.7 -0.5 0.0
O -0.2054 1.5810 1.7231 0.1 0.6 0.1
O 0.1535 -1.6092 0.4517 -0.4 0.5 0.0
H -0.7995 -0.5742 2.0912 -0.1 -0.7 -0.2
H -0.7054 -3.3029 1.3321 0.1 0.3 -1.7
H -1.7847 -2.1851 0.5418 -1.3 0.5 -0.2
H -0.7889 -3.1132 -0.7310 0.0 0.9 3.6
H 2.0010 -0.5798 -0.6928 -0.8 2.0 -0.7
H 1.9715 0.8196 -1.9638 -0.1 0.3 -0.6
H -1.1549 2.0438 -0.8197 0.9 0.7 -0.5
H 0.2821 2.5835 -1.8803 -0.3 -0.3 0.9
H 0.0402 3.0810 -0.1375 0.4 0.5 0.2